{
  "formula": "C9H6N7O5S5W",
  "method": "the ωB97M-V functional and the def2-TZVPD basis",
  "lumo_ev": [1.127, 1.127],
  "e_homo_ev": [-3.32, -3.32],
  "orbital_gap_ev": [4.447, 4.446],
  "total_charge": -1,
  "largest_force_ha_per_bohr": 0.100,
  "elements": ["N", "S", "N", "H", "C", "C", "C", "W", "H", "N", "H", "O", "O", "C", "S", "H", "N", "S", "N", "S", "N", "N", "H", "O", "O", "O", "S", "H", "C", "C", "C", "C", "C"],
  "positions_angstrom": [[0.478, -1.268, -1.040], [-2.818, -1.702, 2.395], [-0.342, -4.481, -2.050], [0.220, -1.054, 3.129], [1.403, 2.772, -2.130], [1.987, -2.832, -0.073], [0.314, 1.964, -2.168], [-1.133, -0.333, -0.299], [2.853, 3.011, -0.578], [2.948, -3.042, 0.534], [1.847, 3.391, -2.881], [-0.626, -1.163, -1.877], [-2.267, 0.786, -1.521], [1.721, 0.523, 3.144], [-2.371, 0.230, 2.932], [2.740, 2.175, 2.253], [0.387, 0.158, 1.365], [-2.486, 1.290, 1.157], [1.933, 2.708, -0.846], [-1.169, -2.375, 1.368], [0.141, 1.334, -0.963], [2.086, 1.421, 2.161], [-0.378, 1.778, -2.970], [-2.823, -1.175, -0.471], [-4.616, 0.196, -1.382], [-3.126, -1.026, -2.871], [-3.311, -0.311, -1.652], [2.212, 0.498, 4.094], [1.175, 1.772, -0.166], [0.854, -2.579, -0.840], [1.267, 1.187, 1.080], [0.716, -0.234, 2.650], [0.179, -3.619, -1.485]],
  "forces_ev_per_angstrom": [[1.93, 1.09, -0.71], [-0.35, -0.06, 0.35], [-0.21, -0.37, -0.23], [-0.07, -0.07, -0.08], [0.08, 0.12, 0.30], [-0.16, 0.18, -0.51], [-0.33, -0.21, 0.07], [1.75, 0.13, 4.82], [-0.06, 0.07, 0.02], [0.60, -0.04, 0.55], [0.01, 0.12, -0.13], [0.78, 0.13, -1.44], [0.49, 0.65, -0.61], [0.31, 0.48, -0.34], [-0.09, 0.12, 0.22], [0.09, 0.00, -0.01], [2.26, 1.76, -0.06], [0.57, -0.16, 0.26], [-1.21, -1.64, 0.38], [0.06, 0.95, -0.66], [2.45, 1.55, 1.22], [-1.12, -0.51, -0.96], [0.02, 0.00, -0.07], [-1.64, -0.96, -0.28], [-0.02, 0.10, 0.09], [-0.03, -0.01, -0.19], [-3.52, -0.37, -1.88], [0.09, -0.03, 0.15], [-1.27, 0.79, -3.48], [-0.26, -1.30, 0.49], [-0.63, -2.29, 3.10], [-0.55, -0.15, -0.64], [0.04, -0.09, 0.24]]
}

{
  "formula": "C9H6NO5",
  "method": "the ωB97M-V functional and the def2-TZVPD basis",
  "lumo_ev": 3.175,
  "smiles": "O=C(O)/C(=C(\\[O-])c1ccccc1)[N+](=O)[O-]",
  "e_homo_ev": -4.89,
  "orbital_gap_ev": 8.062,
  "total_charge": -1,
  "largest_force_ha_per_bohr": 0.136,
  "elements": ["C", "H", "C", "N", "C", "C", "C", "C", "C", "H", "C", "H", "H", "C", "O", "O", "H", "O", "H", "O", "O"],
  "positions_angstrom": [[2.954, 0.439, 0.540], [-3.918, -0.519, 1.108], [0.778, 0.722, -0.946], [1.893, -1.515, -0.468], [-0.554, 0.317, -0.456], [2.059, -0.229, -0.247], [-2.924, -0.466, 0.725], [-0.573, -0.194, 0.872], [-2.843, -0.023, -0.641], [2.251, 1.956, -0.220], [-1.725, 0.510, -1.152], [-3.737, -0.114, -1.199], [0.314, -0.315, 1.470], [-1.800, -0.373, 1.451], [0.931, -1.885, -1.151], [2.680, -2.321, 0.055], [-1.735, 0.999, -2.182], [3.043, 1.827, 0.291], [-1.730, -0.511, 2.539], [3.805, -0.022, 1.276], [0.831, 1.717, -1.664]],
  "forces_ev_per_angstrom": [[4.10, 1.27, 1.03], [-0.39, -0.66, 0.52], [1.39, -0.85, 0.27], [0.64, -2.06, 1.05], [1.38, -0.90, 2.28], [-4.59, 4.25, -3.17], [-0.80, 1.76, -2.76], [-0.23, 1.27, -1.99], [-1.58, -1.10, 2.34], [-0.30, 1.16, -0.83], [0.91, 0.70, -2.59], [-0.82, 0.29, -0.67], [0.23, 0.10, -0.19], [1.18, -1.01, 2.75], [-0.65, -0.39, -0.90], [-0.04, -0.27, -0.19], [0.25, -0.83, 1.52], [-0.56, -1.30, 0.80], [-0.66, -0.21, -0.38], [-0.43, -0.05, 0.33], [0.99, -1.17, 0.78]]
}

{
  "formula": "C9H7BrN3OS2",
  "method": "the ωB97M-V functional and the def2-TZVPD basis",
  "lumo_ev": 1.711,
  "e_homo_ev": -2.44,
  "orbital_gap_ev": 4.147,
  "total_charge": -1,
  "largest_force_ha_per_bohr": 0.015,
  "elements": ["C", "C", "C", "C", "N", "S", "C", "C", "H", "H", "H", "H", "N", "H", "H", "Br", "C", "O", "S", "C", "H", "C", "N"],
  "positions_angstrom": [[1.129, -0.342, -0.234], [-4.552, -0.926, -0.629], [1.828, 3.870, 0.405], [3.403, 1.069, 0.567], [0.134, -1.155, -0.568], [0.548, -2.622, -0.062], [-3.180, -1.609, -0.403], [1.209, 1.046, -0.502], [-4.748, -0.159, 0.142], [-5.362, -1.659, -0.583], [0.427, 1.580, -1.021], [4.270, 1.652, 0.836], [2.432, 3.132, -0.339], [-3.216, -1.964, 0.670], [-4.581, -0.433, -1.604], [4.771, -1.081, 1.763], [2.197, -1.006, 0.449], [-2.925, -2.543, -1.330], [1.040, 4.759, 1.429], [3.326, -0.252, 0.841], [-2.448, -0.756, -0.341], [2.316, 1.706, -0.095], [1.984, -2.306, 0.610]],
  "forces_ev_per_angstrom": [[0.28, 0.14, 0.07], [-0.05, 0.31, 0.37], [-0.06, 0.05, 0.18], [-0.11, 0.26, -0.15], [-0.01, -0.44, -0.07], [-0.22, 0.45, -0.08], [-0.53, 0.16, -0.20], [-0.18, 0.22, -0.14], [0.00, -0.03, -0.03], [0.05, -0.07, -0.08], [-0.15, -0.16, 0.00], [0.02, 0.01, 0.06], [-0.28, -0.17, 0.56], [0.04, -0.21, -0.03], [0.04, -0.10, -0.07], [-0.27, 0.01, -0.17], [-0.12, 0.08, -0.07], [0.53, -0.05, 0.33], [0.19, 0.08, -0.33], [0.66, -0.23, 0.39], [0.10, -0.05, -0.14], [0.29, 0.18, -0.35], [-0.22, -0.42, -0.03]]
}

{
  "formula": "C9H7ClF3O5PdS",
  "method": "the ωB97M-V functional and the def2-TZVPD basis",
  "lumo_ev": [-4.695, -7.133],
  "e_homo_ev": [-13.13, -14.63],
  "orbital_gap_ev": [8.437, 7.493],
  "total_charge": 1,
  "largest_force_ha_per_bohr": 0.030,
  "spin_multiplicity": 5,
  "elements": ["C", "O", "C", "F", "C", "C", "F", "H", "O", "C", "H", "H", "H", "C", "O", "H", "F", "H", "O", "S", "C", "O", "Cl", "C", "C", "H", "Pd"],
  "positions_angstrom": [[1.940, 0.000, 3.482], [-3.459, -1.820, 0.081], [1.072, 0.749, 2.757], [-1.606, -0.784, -3.067], [2.818, -0.986, 1.424], [1.937, -0.258, 0.661], [-3.673, -1.461, -3.063], [1.952, 0.070, 4.562], [1.329, 0.162, -1.622], [-2.528, -1.602, -2.443], [2.772, -1.114, -1.141], [-0.997, 3.519, -1.436], [0.377, 1.430, 3.228], [2.833, -0.876, 2.823], [0.195, 1.385, 0.708], [3.516, -1.658, 0.938], [-2.107, -2.842, -2.542], [-2.710, 2.916, -1.588], [-2.929, 0.404, -0.873], [-2.587, -1.008, -0.675], [1.012, 0.661, 1.313], [-1.141, -1.070, -0.324], [3.941, -1.787, 3.718], [2.006, -0.412, -0.783], [-1.683, 2.821, -1.915], [-1.563, 2.667, -2.986], [-0.719, 0.895, -1.236]],
  "forces_ev_per_angstrom": [[0.00, -0.02, 0.04], [0.03, -0.12, 0.03], [-0.03, 0.14, -0.02], [-0.24, -0.24, 0.12], [-0.10, 0.01, -0.47], [-0.18, -0.03, 0.34], [-0.18, 0.08, 0.07], [0.07, -0.05, 0.00], [-0.36, 0.05, -0.08], [0.28, 0.28, 0.08], [0.04, 0.07, -0.01], [0.17, -0.26, 0.09], [0.01, -0.01, 0.00], [-0.03, 0.07, 0.26], [-0.47, -0.06, -0.22], [0.02, 0.00, 0.05], [0.10, -0.08, 0.10], [0.02, -0.19, 0.07], [-0.08, 0.35, 0.15], [-0.67, -0.53, -0.61], [0.23, -0.06, 0.03], [0.42, 0.40, -0.09], [-0.05, 0.02, -0.04], [0.23, -0.11, -0.20], [-0.50, 0.97, -0.50], [0.06, -0.13, 0.05], [1.22, -0.55, 0.75]]
}

{
  "formula": "C9H7N2O2",
  "method": "the ωB97M-V functional and the def2-TZVPD basis",
  "lumo_ev": [-6.051, -6.052],
  "smiles": "O=C1C=CC(=O)C([n+]2ccc[nH]2)=C1",
  "e_homo_ev": [-13.98, -13.98],
  "orbital_gap_ev": [7.929, 7.929],
  "total_charge": 1,
  "largest_force_ha_per_bohr": 0.106,
  "elements": ["C", "H", "C", "N", "O", "C", "H", "H", "C", "C", "C", "H", "H", "C", "H", "N", "C", "O", "C", "H"],
  "positions_angstrom": [[-1.669, -0.263, -0.719], [-0.306, 1.561, -1.422], [2.536, 1.494, 0.116], [0.568, 1.457, -0.865], [-1.589, -3.314, 2.094], [-0.447, -1.537, 1.105], [-3.584, -2.880, 0.479], [0.399, -1.713, 1.747], [-2.767, -1.211, -0.536], [-0.465, -0.459, 0.129], [1.710, 2.128, -0.809], [2.106, -0.322, 1.314], [-3.613, -1.048, -1.190], [-1.602, -2.437, 1.263], [1.896, 2.996, -1.415], [0.615, 0.410, -0.018], [-2.752, -2.198, 0.365], [-1.738, 0.651, -1.526], [1.818, 0.418, 0.595], [3.532, 1.780, 0.388]],
  "forces_ev_per_angstrom": [[0.12, 0.04, 0.04], [0.27, -0.13, 0.24], [-0.13, -0.12, 0.00], [-0.14, 0.41, -0.40], [0.02, 0.18, -0.18], [0.32, 3.89, -3.31], [-0.05, 0.00, -0.01], [0.14, 0.00, 0.11], [-0.35, -0.39, 0.14], [-0.41, -4.14, 3.55], [0.10, -0.28, 0.24], [-0.07, -0.16, 0.10], [-0.02, 0.00, 0.00], [-0.09, 0.03, -0.08], [-0.13, 0.08, -0.10], [0.48, 0.20, 0.08], [-0.24, 0.11, -0.29], [-0.16, -0.14, 0.02], [0.22, 0.39, -0.23], [0.12, 0.02, 0.07]]
}

{
  "formula": "C9H7N2O5Sc",
  "method": "the ωB97M-V functional and the def2-TZVPD basis",
  "lumo_ev": -11.327,
  "e_homo_ev": -17.61,
  "orbital_gap_ev": 6.286,
  "total_charge": 2,
  "largest_force_ha_per_bohr": 0.254,
  "elements": ["H", "C", "O", "H", "C", "O", "H", "C", "H", "C", "C", "O", "H", "Sc", "N", "C", "C", "N", "H", "C", "H", "O", "C", "O"],
  "positions_angstrom": [[-3.614, 2.101, -2.231], [-0.463, -1.960, 1.461], [1.799, -2.856, -1.235], [1.277, 1.270, -1.722], [0.263, 1.315, -1.406], [0.628, 0.772, 3.583], [-2.152, 0.405, 0.609], [-1.512, 0.816, -0.138], [-3.897, 1.904, -0.484], [2.647, 0.139, 0.636], [-3.233, 2.322, -1.230], [4.166, -5.532, 1.216], [1.931, -1.806, 1.928], [0.878, -0.689, 0.824], [-1.897, 1.720, -1.058], [0.730, 0.217, 2.557], [3.520, -4.740, 0.759], [-0.240, 0.561, -0.322], [-3.170, 3.405, -1.102], [-0.753, 2.037, -1.872], [-0.796, 2.732, -2.666], [-1.270, -2.720, 1.837], [1.461, -2.050, -0.457], [3.699, 0.638, 0.515]],
  "forces_ev_per_angstrom": [[0.11, -0.04, 0.20], [-8.36, -8.88, 4.63], [-1.88, 4.41, 4.13], [0.49, -0.04, -0.19], [-1.05, -0.55, 1.07], [0.52, -2.94, -5.53], [-0.39, -0.15, 0.30], [-0.76, 2.11, -2.17], [-0.11, -0.04, 0.07], [11.87, 4.92, -0.76], [0.14, 0.07, -0.19], [0.05, -0.07, 0.01], [-0.24, 0.21, -0.14], [-2.82, 3.42, -3.40], [0.96, 0.21, -0.60], [-0.59, 5.49, 11.58], [-0.05, 0.08, 0.01], [1.48, -0.23, -0.33], [0.06, -0.18, 0.03], [-1.95, -0.45, 1.31], [-0.24, 0.56, -0.60], [4.23, 4.07, -2.03], [4.17, -9.36, -8.02], [-5.63, -2.62, 0.61]]
}

{
  "formula": "C9H7NO",
  "method": "the ωB97M-V functional and the def2-TZVPD basis",
  "lumo_ev": 0.875,
  "smiles": "c1ccc(-c2ccco2)nc1",
  "e_homo_ev": -8.55,
  "orbital_gap_ev": 9.426,
  "largest_force_ha_per_bohr": 0.226,
  "elements": ["H", "N", "C", "H", "O", "C", "C", "H", "H", "H", "C", "C", "C", "C", "H", "H", "C", "C"],
  "positions_angstrom": [[3.746, -1.495, -0.892], [-0.950, -1.306, 0.294], [3.074, -0.851, -0.452], [-3.151, 1.924, -0.772], [1.790, -1.101, -0.478], [-2.435, 0.890, -0.428], [3.341, 0.339, 0.248], [1.618, 1.825, 1.019], [-0.652, 1.950, -0.326], [4.346, 0.834, 0.422], [-1.068, 0.915, -0.265], [-3.096, -0.231, -0.031], [1.150, -0.163, 0.094], [-0.299, -0.226, 0.077], [-2.708, -2.245, 0.571], [-4.352, -0.355, 0.047], [1.949, 0.727, 0.551], [-2.303, -1.431, 0.322]],
  "forces_ev_per_angstrom": [[0.93, -1.52, -0.94], [-1.71, -4.13, 1.00], [2.01, 3.43, 2.25], [2.64, -3.24, 1.12], [0.58, -4.31, -2.43], [-2.45, 3.08, -0.27], [-1.26, -1.30, -1.12], [0.92, -3.43, -1.15], [0.27, -1.19, -0.33], [-1.78, -0.74, -0.18], [1.11, 2.25, -0.10], [-2.97, -4.41, 0.97], [-4.00, -0.07, 0.42], [-2.08, 3.06, -0.99], [-2.98, -6.52, 1.96], [3.85, 0.58, -0.45], [3.44, 7.77, 3.29], [3.49, 10.68, -3.06]]
}

{
  "formula": "C9H7NO6Re",
  "method": "the ωB97M-V functional and the def2-TZVPD basis",
  "lumo_ev": [-9.374, -9.360],
  "e_homo_ev": [-17.26, -17.07],
  "orbital_gap_ev": [7.891, 7.706],
  "total_charge": 2,
  "largest_force_ha_per_bohr": 0.004,
  "spin_multiplicity": 2,
  "elements": ["Re", "O", "H", "O", "H", "H", "C", "O", "N", "H", "O", "C", "H", "C", "C", "C", "H", "O", "C", "H", "O", "C", "C", "C"],
  "positions_angstrom": [[-0.014, 0.260, 0.166], [-1.062, -1.206, 0.562], [-0.269, -4.306, -2.110], [-2.022, -3.173, -0.066], [-0.686, 2.028, 4.484], [1.747, -3.977, -3.561], [-0.032, -2.386, -1.188], [-0.467, 1.918, 1.199], [0.677, -1.268, -1.111], [1.060, 2.409, 4.663], [0.602, 1.160, 3.100], [1.442, -3.206, -2.865], [3.069, -1.865, -3.380], [0.321, -3.399, -2.066], [0.228, 1.128, 1.916], [0.228, 2.318, 3.977], [0.099, 3.200, 3.358], [1.739, 0.915, -0.668], [2.329, 0.250, -1.556], [3.678, 1.540, -1.912], [3.370, 0.651, -2.179], [2.188, -2.027, -2.772], [1.762, -1.073, -1.872], [-1.180, -2.376, -0.214]],
  "forces_ev_per_angstrom": [[-0.16, -0.07, 0.07], [0.03, 0.03, -0.07], [0.00, 0.00, 0.00], [0.00, -0.02, -0.01], [0.00, 0.00, 0.00], [0.00, 0.00, 0.00], [-0.02, -0.07, -0.03], [-0.02, 0.08, -0.06], [0.04, 0.07, 0.06], [0.00, 0.00, 0.00], [0.03, 0.00, -0.04], [0.00, -0.02, -0.01], [0.00, 0.01, 0.00], [0.00, 0.02, 0.02], [0.06, -0.06, 0.06], [-0.01, 0.00, 0.02], [0.00, 0.00, 0.00], [0.02, 0.01, -0.04], [0.00, 0.00, 0.06], [-0.01, 0.00, 0.00], [0.02, 0.00, -0.02], [0.00, 0.02, 0.01], [0.00, -0.04, -0.04], [0.03, 0.05, 0.02]]
}

Number 6 is which compound?
C9H7N2O5Sc